{
  "formula": "C36H36GeN5O3S3Sn",
  "method": "ωB97M-V with the def2-TZVPD basis set",
  "species": ["Sn", "C", "C", "N", "N", "C", "N", "S", "C", "C", "C", "C", "C", "N", "H", "H", "H", "H", "H", "H", "H", "H", "H", "O", "S", "O", "N", "C", "S", "C", "C", "C", "C", "C", "C", "H", "H", "H", "H", "C", "C", "C", "O", "C", "H", "H", "H", "H", "H", "H", "H", "H", "C", "Ge", "C", "C", "C", "C", "C", "C", "C", "C", "C", "C", "C", "C", "C", "C", "C", "C", "H", "H", "H", "H", "H", "H", "H", "H", "H", "H", "H", "H", "H", "H", "H"],
  "xyz": [[-0.120, -0.765, 0.484], [1.936, -3.937, 2.841], [1.066, -2.851, 2.327], [1.367, -2.103, 1.337], [2.588, -2.172, 0.717], [2.972, -1.019, 0.248], [4.152, -0.917, -0.370], [2.040, 0.498, 0.413], [-0.197, -2.464, 3.020], [-0.719, -3.166, 4.083], [-1.844, -2.665, 4.735], [-2.404, -1.477, 4.312], [-1.840, -0.827, 3.224], [-0.767, -1.310, 2.606], [2.709, -4.174, 2.117], [2.412, -3.622, 3.774], [1.345, -4.828, 3.052], [4.754, -1.724, -0.407], [4.454, -0.053, -0.777], [-0.260, -4.090, 4.405], [-2.273, -3.210, 5.565], [-3.279, -1.057, 4.789], [-2.271, 0.078, 2.817], [-3.709, -1.405, 0.732], [-3.212, -2.743, 0.578], [-3.399, -3.686, 1.633], [-1.557, -2.594, 0.222], [-1.395, -2.669, -1.101], [-0.024, -1.925, -1.793], [-2.517, -3.267, -1.834], [-2.585, -3.675, -3.157], [-3.776, -4.235, -3.600], [-4.868, -4.372, -2.749], [-4.808, -3.952, -1.423], [-3.617, -3.406, -1.002], [-1.733, -3.577, -3.819], [-3.858, -4.576, -4.625], [-5.782, -4.813, -3.125], [-5.656, -4.057, -0.759], [3.459, 0.831, -4.755], [3.817, -0.657, -4.771], [2.906, -1.240, -3.684], [2.438, -0.132, -2.889], [3.150, 1.042, -3.286], [2.564, 1.026, -5.350], [4.262, 1.470, -5.121], [4.867, -0.792, -4.507], [3.658, -1.128, -5.739], [3.432, -1.951, -3.042], [2.030, -1.738, -4.104], [4.083, 1.137, -2.707], [2.526, 1.909, -3.077], [3.239, 3.687, 0.810], [1.408, 3.155, 0.559], [0.766, 3.326, -1.233], [0.009, 2.393, -1.942], [-0.387, 2.658, -3.241], [-0.041, 3.863, -3.842], [0.716, 4.796, -3.150], [1.130, 4.525, -1.853], [0.368, 2.948, 2.125], [1.060, 3.233, 3.288], [0.421, 3.260, 4.538], [-0.918, 2.992, 4.608], [-1.670, 2.674, 3.450], [-3.056, 2.386, 3.542], [-3.776, 2.057, 2.427], [-3.140, 2.011, 1.170], [-1.806, 2.302, 1.050], [-1.030, 2.641, 2.186], [3.287, 4.763, 0.997], [3.791, 3.471, -0.103], [3.694, 3.172, 1.653], [-0.246, 1.436, -1.512], [-0.956, 1.918, -3.789], [-0.355, 4.070, -4.858], [0.993, 5.732, -3.619], [1.742, 5.261, -1.340], [2.121, 3.456, 3.253], [0.985, 3.501, 5.429], [-1.430, 3.018, 5.564], [-3.532, 2.436, 4.514], [-4.832, 1.836, 2.502], [-3.716, 1.750, 0.291], [-1.357, 2.304, 0.067]],
  "de_lowest_kj_mol": 117.2,
  "s2": 0.76,
  "charge": 2,
  "e_lumo_ev": [-6.18, -7.39],
  "total_energy_ha": -5378.20518,
  "multiplicity": 2
}

{
  "formula": "C5H16N2O",
  "method": "ωB97M-V with the def2-TZVPD basis set",
  "species": ["N", "C", "C", "C", "N", "C", "C", "H", "H", "H", "H", "H", "H", "H", "H", "H", "H", "H", "H", "H", "H", "H", "H", "O"],
  "xyz": [[0.308, 1.794, 0.106], [0.826, 0.869, 1.147], [-0.233, 0.718, 2.269], [0.768, -0.563, 0.360], [-0.615, -0.810, -0.082], [-1.143, -2.139, 0.288], [-0.659, -0.692, -1.554], [-0.551, 1.477, -0.284], [0.171, 2.764, 0.317], [1.867, 0.989, 1.422], [-0.690, 1.686, 2.480], [-1.073, 0.047, 2.030], [0.127, 0.267, 3.164], [1.527, -0.510, -0.554], [1.093, -1.339, 1.079], [-1.525, -2.034, 1.332], [-0.322, -2.872, 0.223], [-2.043, -2.391, -0.270], [-1.502, -1.129, -2.167], [-0.811, 0.337, -1.986], [0.164, -1.308, -1.957], [1.990, 1.652, -1.977], [0.707, 1.623, -2.512], [1.617, 1.565, -2.876]],
  "de_lowest_kj_mol": 205.0,
  "charge": 0,
  "e_lumo_ev": 0.94,
  "total_energy_ha": -384.77998,
  "smiles": "C[C@H](N)CN(C)C.O"
}

{
  "formula": "C34H16BrF4IrN4O11PS5",
  "method": "ωB97M-V with the def2-TZVPD basis set",
  "species": ["Ir", "S", "C", "S", "C", "C", "S", "S", "S", "F", "C", "C", "F", "C", "F", "C", "P", "C", "C", "C", "C", "C", "C", "C", "C", "C", "C", "C", "C", "C", "Br", "C", "F", "H", "H", "H", "H", "H", "H", "H", "H", "H", "H", "O", "C", "O", "C", "C", "C", "C", "C", "C", "N", "O", "O", "H", "H", "H", "H", "O", "N", "O", "C", "C", "C", "C", "O", "C", "C", "N", "O", "O", "N", "O", "O", "H", "H"],
  "xyz": [[-0.733, 0.524, 1.807], [-3.008, 7.190, 4.198], [-2.574, 5.614, 3.683], [-3.499, 4.747, 2.525], [-2.508, 3.288, 2.521], [-1.396, 3.317, 3.406], [-0.242, 2.113, 3.653], [-1.192, 4.811, 4.312], [-2.961, 2.039, 1.491], [-4.057, -5.857, 1.585], [-3.452, -4.729, 1.240], [-2.948, -4.560, -0.060], [-3.078, -5.530, -0.965], [-2.316, -3.357, -0.395], [-1.871, -3.210, -1.649], [-2.144, -2.315, 0.505], [-1.226, -0.790, -0.116], [0.158, -1.777, -0.721], [0.712, -1.708, -1.986], [1.780, -2.517, -2.311], [2.299, -3.404, -1.378], [1.744, -3.475, -0.112], [0.684, -2.661, 0.213], [-2.580, -0.419, -1.266], [-2.424, -0.120, -2.609], [-3.528, 0.147, -3.390], [-4.795, 0.156, -2.833], [-4.952, -0.116, -1.485], [-3.852, -0.413, -0.714], [-2.678, -2.497, 1.782], [-2.638, -1.124, 3.100], [-3.316, -3.675, 2.162], [-3.807, -3.808, 3.381], [0.333, -1.021, -2.712], [2.213, -2.450, -3.293], [3.136, -4.027, -1.634], [2.141, -4.151, 0.622], [0.252, -2.721, 1.205], [-1.445, -0.083, -3.051], [-3.394, 0.359, -4.439], [-5.653, 0.376, -3.443], [-5.924, -0.104, -1.035], [-3.994, -0.637, 0.329], [-0.253, 0.863, -1.245], [0.000, 1.943, -0.715], [-0.220, 2.239, 0.462], [0.600, 3.028, -1.562], [0.941, 2.783, -2.891], [1.507, 3.776, -3.671], [1.739, 5.035, -3.139], [1.389, 5.260, -1.813], [0.830, 4.284, -1.005], [1.615, 6.569, -1.260], [1.240, 6.765, -0.136], [2.162, 7.372, -1.969], [0.774, 1.806, -3.291], [1.776, 3.573, -4.694], [2.181, 5.830, -3.721], [0.583, 4.483, 0.023], [6.340, -3.325, 0.914], [5.531, -3.319, 1.802], [5.530, -4.028, 2.773], [4.469, -2.382, 1.695], [3.500, -2.331, 2.696], [2.457, -1.418, 2.581], [2.339, -0.468, 1.498], [1.470, 0.439, 1.407], [3.372, -0.638, 0.493], [4.401, -1.549, 0.580], [3.336, 0.129, -0.701], [4.086, -0.221, -1.554], [2.665, 1.123, -0.747], [1.499, -1.458, 3.623], [0.430, -0.838, 3.519], [1.751, -2.124, 4.594], [3.551, -3.000, 3.553], [5.138, -1.623, -0.223]],
  "de_lowest_kj_mol": 125.3,
  "s2": 8.78,
  "charge": 0,
  "e_lumo_ev": [-1.90, -3.23],
  "total_energy_ha": -7761.51912,
  "multiplicity": 6
}

{
  "formula": "C25H37MnNOP2",
  "method": "ωB97M-V with the def2-TZVPD basis set",
  "species": ["Mn", "P", "P", "N", "H", "C", "H", "H", "H", "C", "H", "H", "H", "C", "H", "H", "H", "C", "H", "H", "H", "C", "H", "H", "H", "C", "H", "H", "H", "C", "C", "C", "C", "C", "C", "H", "H", "H", "H", "H", "C", "O", "C", "H", "H", "H", "C", "H", "H", "H", "C", "C", "C", "C", "C", "C", "C", "C", "C", "C", "H", "H", "H", "H", "H", "H", "H"],
  "xyz": [[0.121, -0.579, -0.317], [2.450, -0.621, -0.566], [-2.647, -0.494, -0.254], [-0.028, 0.239, -1.891], [0.689, -1.712, 0.631], [2.913, -2.070, -1.594], [4.002, -2.210, -1.623], [2.546, -1.909, -2.617], [2.440, -2.974, -1.191], [3.590, -0.649, 0.863], [4.638, -0.643, 0.531], [3.400, -1.546, 1.466], [3.409, 0.232, 1.492], [3.115, 0.783, -1.551], [4.206, 0.861, -1.450], [2.660, 1.719, -1.205], [2.863, 0.652, -2.611], [-3.682, -1.799, -1.007], [-4.733, -1.488, -1.093], [-3.599, -2.723, -0.418], [-3.274, -1.987, -2.010], [-3.358, -0.326, 1.430], [-4.450, -0.212, 1.368], [-2.919, 0.559, 1.910], [-3.107, -1.212, 2.026], [-3.302, 0.999, -1.107], [-4.394, 0.919, -1.212], [-2.834, 1.071, -2.098], [-3.049, 1.897, -0.531], [-0.036, 0.998, -2.958], [-0.313, 1.224, -5.397], [-0.278, 0.432, -4.265], [0.192, 2.423, -2.912], [0.125, 3.201, -4.055], [-0.126, 2.616, -5.304], [-0.486, 0.760, -6.370], [-0.431, -0.652, -4.302], [0.422, 2.865, -1.942], [0.277, 4.278, -3.972], [-0.169, 3.234, -6.203], [-0.310, -2.835, 0.692], [-1.085, -2.380, -0.336], [0.361, -4.146, 0.344], [0.923, -4.530, 1.205], [1.027, -4.033, -0.513], [-0.416, -4.885, 0.082], [-0.977, -2.856, 2.058], [-2.019, -3.215, 1.990], [-0.981, -1.866, 2.537], [-0.426, -3.543, 2.717], [1.300, 0.984, 5.192], [1.435, -0.176, 4.409], [1.019, -0.190, 3.084], [0.481, 0.962, 2.465], [0.067, 0.999, 1.099], [-0.479, 2.163, 0.597], [-0.639, 3.322, 1.397], [-0.228, 3.317, 2.715], [0.338, 2.153, 3.286], [0.755, 2.131, 4.633], [1.622, 0.987, 6.232], [1.865, -1.078, 4.842], [1.109, -1.112, 2.502], [-0.806, 2.208, -0.442], [-1.088, 4.213, 0.960], [-0.331, 4.204, 3.342], [0.642, 3.044, 5.221]],
  "s2": 1.24,
  "charge": 2,
  "e_lumo_ev": [-8.33, -8.67],
  "total_energy_ha": -2937.78758,
  "multiplicity": 2
}

Question: Which formula does entry 1 have?
Answer: C36H36GeN5O3S3Sn